# 1
C5H9N3 | the ωB97M-V functional and the def2-TZVPD basis

Values from the calculation:
**SMILES**: C=C1NC=N[C@H]1CN
**Charge**: 0
**HOMO-LUMO gap**: 0.3455 hartree
**HOMO**: -8.557 eV
**Energy above the lowest of the compared OMol25 structures with the same formula, charge and spin**: 159.1 kcal per mole

Positions of all 17 atoms, in Å:
C -1.1526 1.8853 -0.0856
C -1.0262 0.5715 0.4214
N -2.0817 -0.4298 0.3401
C -1.3556 -1.5974 -0.2927
N -0.1528 -1.6712 -0.1304
C 0.2367 -0.3216 0.5757
C 1.3433 0.1774 -0.1616
N 2.8047 -0.1578 0.1516
H -0.4018 2.7791 0.0467
H -1.9710 2.3258 -0.8465
H -2.9936 -0.3909 0.2018
H -2.1545 -2.4084 -0.5106
H 0.6258 -0.8388 1.7263
H 1.3080 1.2691 -0.1230
H 0.7891 -0.2769 -1.0529
H 3.0597 0.3617 -0.8583
H 3.1227 -1.2770 0.5980

# 2
C33H77N11O11 | the ωB97M-V functional and the def2-TZVPD basis

Values from the calculation:
**SMILES**: CN(C)C=O.CN(C)C=O.CN(C)C=O.CN(C)C=O.CN(C)C=O.CN(C)C=O.CN(C)C=O.CN(C)C=O.CN(C)C=O.CN(C)C=O.CN(C)C=O
**Charge**: 0
**HOMO-LUMO gap**: 0.3310 hartree
**HOMO**: -8.885 eV
**Energy above the lowest of the compared OMol25 structures with the same formula, charge and spin**: 205.3 kcal per mole

Positions of all 132 atoms, in Å:
C -4.0942 -2.1861 -0.2122
N -4.8852 -2.0687 -1.3937
C -4.1286 -1.6676 -2.6289
C -6.1675 -1.7808 -1.3892
O -6.8035 -1.2999 -2.3198
H -4.4575 -2.9496 0.4757
H -4.1961 -1.1827 0.2011
H -3.0551 -2.4208 -0.4429
H -3.6382 -0.7002 -2.5209
H -3.3672 -2.4066 -2.8788
H -4.7521 -1.5521 -3.5154
H -6.6665 -2.0058 -0.4339
C 0.5394 -4.3287 -3.2807
N -0.2220 -5.4208 -2.6734
C 0.2857 -6.7735 -2.8894
C -1.0863 -5.1467 -1.6145
O -1.5819 -6.0446 -0.9655
H 0.3738 -4.4608 -4.3499
H 1.5983 -4.4399 -3.0475
H 0.2310 -3.3278 -2.9787
H -0.4696 -7.4901 -2.5670
H 0.5678 -7.0335 -3.9096
H 1.1955 -6.8863 -2.2999
H -1.2886 -4.0696 -1.5086
C -0.1216 0.5273 -1.9372
N 0.0106 0.3388 -0.4748
C 0.6312 1.3387 0.3558
C -0.2459 -0.8280 0.0654
O -0.8702 -1.7039 -0.5578
H -0.7906 1.3273 -2.2543
H -0.4079 -0.3820 -2.4656
H 0.8844 0.7385 -2.2998
H 0.9198 1.1239 1.3847
H 1.5316 1.7386 -0.1106
H -0.0524 2.1831 0.2680
H 0.0067 -0.9584 1.1291
C 5.9279 4.5731 1.4552
N 5.6167 3.5020 0.5339
C 6.7065 3.0651 -0.3383
C 4.4764 2.8428 0.5002
O 3.5941 3.0729 1.3488
H 6.8098 4.4871 2.0900
H 5.1020 4.9120 2.0806
H 6.0474 5.5130 0.9161
H 6.4328 2.1464 -0.8572
H 7.0468 3.7423 -1.1216
H 7.6672 2.8771 0.1410
H 4.5110 2.0485 -0.2616
C 0.3785 -4.4143 1.8538
N -0.5227 -4.1322 2.9962
C -1.7949 -3.4559 2.6387
C -0.1199 -4.4612 4.2510
O -0.9323 -4.4807 5.1486
H 0.0750 -5.3520 1.3883
H 1.4371 -4.4881 2.1028
H 0.2241 -3.6164 1.1275
H -2.5010 -3.4915 3.4683
H -1.6304 -2.4406 2.2778
H -2.3757 -3.9015 1.8311
H 0.8267 -5.0218 4.2081
C 0.8937 2.6479 3.8723
N 0.0543 3.0485 4.9959
C -1.4125 3.2417 4.7872
C 0.4979 3.0450 6.2930
O 1.6838 2.7283 6.5641
H 1.9318 2.5953 4.2004
H 0.7748 3.2824 2.9940
H 0.6737 1.6280 3.5568
H -1.8721 3.6806 5.6728
H -1.5165 3.9231 3.9429
H -1.9921 2.3702 4.4829
H -0.2800 3.1933 7.0580
C 0.8737 -0.5514 6.8261
N 0.5661 -0.7368 5.4106
C -0.8562 -0.5942 5.1382
C 1.4716 -0.9889 4.4326
O 1.1128 -0.9302 3.2542
H 0.1736 -1.1090 7.4482
H 0.9401 0.4813 7.1686
H 1.8473 -0.9886 7.0476
H -0.9732 0.4866 5.2176
H -1.2101 -0.8847 4.1491
H -1.4050 -1.2426 5.8213
H 2.4505 -1.2588 4.8581
C 0.4272 7.7612 0.9064
N 1.0321 6.4966 1.0852
C 2.4955 6.4758 1.2565
C 0.3680 5.3126 1.0314
O -0.8384 5.1445 0.9277
H -0.6159 7.7722 0.5905
H 0.8175 8.3093 0.0488
H 0.6161 8.3821 1.7821
H 2.9805 7.0086 0.4386
H 2.6685 7.0467 2.1688
H 2.9063 5.4699 1.3438
H 1.0556 4.4637 1.1679
C 3.6569 -3.2264 -1.4610
N 4.1858 -2.0428 -0.7078
C 3.2994 -1.3356 0.3132
C 5.3564 -1.5224 -0.8897
O 5.8720 -0.5643 -0.2718
H 3.3883 -4.0062 -0.7483
H 4.3440 -3.6592 -2.1881
H 2.8066 -2.8992 -2.0594
H 2.2854 -1.4537 -0.0686
H 3.2494 -1.9240 1.2293
H 3.5273 -0.2762 0.4308
H 5.9204 -2.1286 -1.6154
C -5.0018 1.7146 -1.8240
N -4.4544 2.5282 -2.8809
C -3.1700 2.0827 -3.4408
C -5.1286 3.6430 -3.2509
O -4.7690 4.3258 -4.2838
H -4.1529 1.4749 -1.1837
H -5.3908 0.7668 -2.1961
H -5.8733 2.0364 -1.2538
H -2.8592 1.0573 -3.2405
H -3.2541 2.2426 -4.5157
H -2.4255 2.7412 -2.9935
H -6.0687 3.9122 -2.7451
C -2.0869 -1.3035 -7.8938
N -2.0123 -1.8302 -6.5424
C -0.7782 -1.5817 -5.8094
C -3.0180 -2.7366 -6.0998
O -2.9871 -3.3531 -5.0358
H -2.9907 -1.5731 -8.4403
H -1.1701 -1.6728 -8.3533
H -1.9277 -0.2262 -7.9413
H -0.8954 -1.9441 -4.7881
H 0.0692 -1.9800 -6.3673
H -0.5042 -0.5322 -5.7019
H -3.8132 -2.7904 -6.8594